53
Properties=species:S:1:pos:R:3 method="wB97M-V/def2-TZVPD" homo_ev="-5.4 / -6.7" relative_energy_kcal_mol=49.9 molar_mass_g_mol=530.58 spin_multiplicity=4 orbital_gap_ev="5.239 / 6.214"
Re -0.165 0.219 0.139
P -1.662 -1.248 1.147
P 1.295 1.989 -0.712
N 1.032 -1.082 -0.159
H -1.749 0.597 0.552
C -2.819 -2.131 0.045
H -3.462 -2.757 0.682
H -2.271 -2.760 -0.671
H -3.418 -1.393 -0.498
C -2.646 -0.775 2.565
H -3.283 -1.622 2.820
H -3.239 0.089 2.277
H -1.990 -0.510 3.394
C -0.753 -2.708 1.827
H -1.446 -3.345 2.393
H 0.048 -2.393 2.505
H -0.285 -3.323 1.046
C 1.165 2.361 -2.473
H 1.941 3.079 -2.734
H 0.175 2.765 -2.681
H 1.290 1.447 -3.053
C 1.223 3.608 0.093
H 1.938 4.251 -0.425
H 1.508 3.531 1.143
H 0.230 4.054 0.028
C 3.052 1.482 -0.522
H 3.678 2.310 -0.882
H 3.263 0.579 -1.110
H 3.285 1.279 0.532
C 1.981 -2.034 -0.405
C 2.868 -3.827 -1.690
C 1.913 -2.828 -1.560
C 2.983 -2.162 0.595
C 3.871 -3.137 0.410
C 3.865 -3.962 -0.670
H 2.838 -4.451 -2.546
H 1.109 -2.640 -2.277
H 2.926 -1.462 1.456
H 4.671 -3.254 1.203
H 4.605 -4.749 -0.816
C -2.530 1.815 -0.877
O -1.477 1.497 -1.591
C -3.832 1.319 -1.419
H -4.716 1.640 -0.776
H -3.841 0.181 -1.445
H -4.057 1.700 -2.523
C -2.481 3.219 -0.403
H -1.992 3.967 -1.147
H -1.866 3.281 0.540
H -3.484 3.691 -0.139
O 0.351 2.125 3.947
C 0.223 1.546 2.945
N 0.136 0.933 1.917



53
Properties=species:S:1:pos:R:3 method="wB97M-V/def2-TZVPD" homo_ev=-6.2 molar_mass_g_mol=435.60 orbital_gap_ev=6.434
Zr -0.422 -0.140 -0.080
P -0.390 2.039 -1.618
P 0.035 -2.166 1.558
N 1.547 -0.254 -0.544
H -3.328 1.778 0.582
C -0.193 3.657 -0.799
H -0.305 4.443 -1.566
H 0.809 3.694 -0.335
H -0.958 3.756 -0.007
C -2.008 2.115 -2.464
H -2.054 3.075 -3.005
H -2.821 2.031 -1.719
H -2.086 1.257 -3.153
C 0.878 1.970 -2.921
H 0.660 2.759 -3.658
H 0.857 0.970 -3.381
H 1.867 2.105 -2.457
C 0.377 -1.806 3.307
H 0.482 -2.770 3.835
H -0.457 -1.209 3.718
H 1.308 -1.212 3.364
C -1.479 -3.190 1.553
H -1.330 -4.016 2.269
H -1.659 -3.563 0.532
H -2.347 -2.569 1.840
C 1.387 -3.230 0.969
H 1.370 -4.159 1.559
H 2.337 -2.685 1.085
H 1.243 -3.429 -0.104
C 2.793 -0.379 -0.965
C 5.227 0.247 -0.838
C 3.909 0.366 -0.380
C 3.164 -1.251 -2.079
C 4.481 -1.376 -2.545
C 5.501 -0.627 -1.917
H 6.037 0.826 -0.359
H 3.656 1.029 0.447
H 2.349 -1.810 -2.541
H 4.707 -2.054 -3.388
H 6.533 -0.724 -2.277
C -2.944 1.216 1.468
O -1.560 0.823 1.210
C -2.719 2.064 2.709
H -3.528 1.968 3.443
H -2.511 3.077 2.329
H -1.770 1.686 3.124
C -4.037 0.143 1.757
H -3.996 -0.203 2.807
H -3.958 -0.806 1.203
H -5.053 0.516 1.487
O -4.382 -1.496 -0.974
C -3.201 -1.360 -1.074
N -2.017 -1.125 -1.007



53
Properties=species:S:1:pos:R:3 method="wB97M-V/def2-TZVPD" homo_ev="-21.0 / -21.0" charge=+4 relative_energy_kcal_mol=26.0 molar_mass_g_mol=627.02 orbital_gap_ev="5.653 / 5.648"
Ru -0.359 0.153 0.124
C -2.495 -0.500 3.904
Sb -2.329 0.616 2.132
C -3.818 2.064 2.448
C 1.325 1.183 1.395
C 2.192 0.164 1.781
C 2.109 -0.395 3.105
C 3.048 -1.261 3.553
C 4.111 -1.671 2.681
C 4.207 -1.209 1.382
C 3.285 -0.300 0.881
C 3.365 0.159 -0.497
Sb 1.621 -0.699 -1.548
C 1.830 0.112 -3.490
C 2.074 -2.762 -1.697
H -2.274 0.171 4.742
H -1.837 -1.364 3.905
H -3.541 -0.811 3.996
H -3.590 2.555 3.401
H -4.777 1.546 2.556
H -3.853 2.785 1.636
H 0.774 1.679 2.188
H 1.614 1.837 0.577
H 1.331 -0.046 3.774
H 3.022 -1.629 4.571
H 4.863 -2.355 3.059
H 5.032 -1.530 0.758
H 4.257 -0.181 -1.018
H 3.212 1.227 -0.651
H 2.855 -0.066 -3.814
H 1.610 1.176 -3.478
H 1.143 -0.411 -4.154
H 3.117 -2.847 -2.003
H 1.434 -3.185 -2.470
H 1.906 -3.271 -0.751
C -2.745 -0.660 -2.547
C -2.327 -1.692 -1.567
C -2.881 -3.062 -1.674
O -1.499 -1.443 -0.665
H -2.701 -1.070 -3.559
H -2.133 0.238 -2.472
H -3.802 -0.428 -2.379
H -3.847 -3.064 -2.177
H -2.938 -3.557 -0.707
H -2.198 -3.650 -2.301
N -0.184 4.030 -1.683
C -1.008 3.019 -1.433
N -2.316 3.189 -1.644
O -0.544 1.902 -1.023
H -0.508 4.917 -2.040
H 0.803 3.936 -1.516
H -2.689 4.045 -2.028
H -2.948 2.413 -1.563



55
Properties=species:S:1:pos:R:3 method="wB97M-V/def2-TZVPD" homo_ev="-8.1 / -9.6" charge=+1 relative_energy_kcal_mol=44.8 molar_mass_g_mol=457.43 spin_multiplicity=5 orbital_gap_ev="5.295 / 4.798"
Rh -0.005 1.556 0.008
C 2.068 0.045 1.968
C 2.851 0.531 0.715
N 2.176 1.619 -0.056
C 2.388 1.869 -1.517
C 1.383 1.271 -2.542
N -0.026 1.643 -2.209
C -1.280 1.031 -2.808
C -2.115 0.067 -1.932
C -2.886 0.591 -0.688
N -2.187 1.677 0.066
C -2.390 1.985 1.520
C -1.418 1.387 2.576
N 0.008 1.679 2.227
C 1.252 1.042 2.824
H 2.780 -0.444 2.631
H 1.372 -0.707 1.605
H 3.049 -0.327 0.074
H 3.822 0.935 1.018
H 2.478 2.455 0.428
H 3.403 1.597 -1.819
H 2.298 2.953 -1.613
H 1.508 0.204 -2.623
H 1.658 1.688 -3.514
H -0.099 2.623 -2.454
H -1.032 0.535 -3.747
H -1.886 1.904 -3.067
H -1.418 -0.674 -1.560
H -2.837 -0.428 -2.579
H -3.109 -0.250 -0.034
H -3.843 1.014 -1.006
H -2.467 2.511 -0.435
H -3.416 1.769 1.831
H -2.254 3.066 1.568
H -1.617 0.335 2.712
H -1.670 1.861 3.527
H 0.114 2.661 2.448
H 1.000 0.576 3.776
H 1.881 1.906 3.052
O 0.021 3.301 -0.006
N 0.553 -5.695 -0.667
C -0.177 -4.977 0.218
S -1.117 -5.753 1.349
C -0.099 -3.535 0.130
C 0.677 -2.811 -0.810
C 0.687 -1.455 -0.847
N 0.004 -0.600 0.018
C -0.737 -1.348 0.946
C -0.821 -2.695 1.011
H 0.503 -6.697 -0.612
H 1.136 -5.284 -1.371
H 1.289 -3.304 -1.555
H 1.279 -0.986 -1.605
H -1.284 -0.772 1.657
H -1.449 -3.144 1.769



50
Properties=species:S:1:pos:R:3 method="wB97M-V/def2-TZVPD" homo_ev=-10.2 smiles="CCCCOC(=O)CCCCCCC(=O)OCCCC" relative_energy_kcal_mol=1.1 molar_mass_g_mol=286.41 orbital_gap_ev=11.115
C 0.975 0.351 -2.431
C 1.778 -0.904 -2.115
C 3.171 -0.564 -1.591
C 3.985 -1.816 -1.271
O 3.355 -2.615 -0.271
C 3.533 -2.251 1.003
O 4.224 -1.330 1.351
C 2.750 -3.154 1.928
C 1.250 -2.851 1.840
C 0.920 -1.438 2.318
C -0.583 -1.172 2.305
C -0.918 0.204 2.877
C -2.429 0.479 2.888
C -2.934 0.652 1.475
O -3.261 -0.241 0.738
O -2.953 1.945 1.138
C -3.343 2.271 -0.197
C -2.167 2.125 -1.160
C -2.543 2.437 -2.607
C -2.885 3.905 -2.836
H 1.476 0.944 -3.193
H 0.861 0.965 -1.540
H -0.015 0.086 -2.796
H 1.248 -1.497 -1.367
H 1.871 -1.514 -3.016
H 3.719 0.016 -2.336
H 3.090 0.040 -0.686
H 4.984 -1.534 -0.923
H 4.063 -2.465 -2.146
H 3.107 -2.996 2.946
H 2.929 -4.189 1.633
H 0.918 -2.980 0.808
H 0.712 -3.574 2.457
H 1.428 -0.708 1.684
H 1.301 -1.308 3.334
H -1.088 -1.936 2.901
H -0.964 -1.249 1.286
H -0.548 0.266 3.902
H -0.416 0.980 2.295
H -2.633 1.394 3.444
H -2.950 -0.360 3.348
H -3.695 3.302 -0.144
H -4.161 1.608 -0.501
H -1.811 1.094 -1.097
H -1.359 2.785 -0.836
H -3.390 1.813 -2.900
H -1.697 2.169 -3.243
H -3.052 4.089 -3.895
H -3.786 4.188 -2.299
H -2.069 4.542 -2.503